Model i:
2 unconnected molecules or ions with the total composition C5H7ClN2, computed with ωB97M-V/def2-TZVPD.

The geometry in ORCA input format:
```
! wB97M-V def2-TZVPD RIJCOSX def2/J DEFGRID3
* xyz 0 1
C -2.445 0.540 -0.303
C -1.495 0.309 0.614
N -0.179 0.366 0.352
C 0.578 0.679 -0.749
C 1.859 0.510 -0.319
N 1.893 0.143 0.997
C 0.664 0.094 1.346
H -3.414 0.540 -0.022
H -2.187 0.827 -1.379
H -1.796 0.062 1.634
H 0.086 0.968 -1.679
H 2.746 0.786 -0.926
H 0.394 0.088 2.384
Cl 2.065 -3.219 -0.533
H 1.232 -2.693 -1.417
*
```

The SMILES is C=Cn1ccnc1.Cl. The calculation puts the orbital gap at 9.75 eV. The molar mass comes out at 130.6 g/mol. Its HOMO energy is -8.996 eV.

Löwdin atomic charge list, values in e, 6 entries:
1. C 0.043
2. C -0.166
3. N -0.104
4. C -0.055
5. C -0.170
6. N 0.072

***

Model ii:
A single C5H7ClN2 molecule, computed with ωB97M-V/def2-TZVPD.

The geometry in ORCA input format:
```
! wB97M-V def2-TZVPD RIJCOSX def2/J DEFGRID3
* xyz 0 1
C 1.329 1.090 1.190
C 1.305 -0.136 0.556
C 0.285 1.945 0.905
C -0.917 0.308 0.098
C 0.086 -1.719 -0.832
N 0.149 -0.481 -0.081
N -1.936 0.361 -0.762
Cl -0.311 3.113 1.974
H 2.198 1.375 1.770
H 2.110 -0.847 0.571
H -0.372 -2.508 -0.230
H -0.511 -1.588 -1.736
H 1.088 -2.030 -1.120
H -2.664 1.024 -0.565
H -1.838 0.091 -1.738
*
```

The calculation puts the orbital gap at 7.31 eV. The molar mass comes out at 130.6 g/mol. Its HOMO energy is -6.676 eV.

Löwdin atomic charge list, values in e, 6 entries:
1. C -0.237
2. C -0.147
3. C -0.586
4. C -0.159
5. C -0.019
6. N -0.173

***

The most stable arrangement is model i, and the next structure is 63.5 kcal/mol less stable.

***

Model i:
A single C4H7N3O2 molecule, computed with ωB97M-V/def2-TZVPD.

The geometry in ORCA input format:
```
! wB97M-V def2-TZVPD RIJCOSX def2/J DEFGRID3
* xyz 0 1
C -1.740 -1.492 0.165
N -0.933 -0.356 -0.229
C 0.363 -0.349 -0.115
N 1.258 -1.365 -0.131
C 0.770 1.061 -0.090
O 2.106 1.433 -0.310
N -0.031 1.869 0.868
C -0.591 1.741 -0.404
O -1.366 2.188 -1.204
H -1.535 -2.354 -0.479
H -1.580 -1.781 1.209
H -2.792 -1.224 0.045
H 0.906 -2.291 -0.331
H 2.188 -1.142 -0.459
H 2.609 1.263 0.505
H 0.367 2.800 0.959
*
```

The SMILES is C/N=C(\N)[C@]1(O)NC1=O. The calculation puts the orbital gap at 8.95 eV. The molar mass comes out at 129.1 g/mol. Its HOMO energy is -8.541 eV.

Löwdin atomic charge list, values in e, 6 entries:
1. C -0.099
2. N 0.023
3. C -0.349
4. N 0.177
5. C -0.353
6. O 0.041

***

Model ii:
A single C4H7N3O2 molecule, computed with ωB97M-V/def2-TZVPD.

The geometry in ORCA input format:
```
! wB97M-V def2-TZVPD RIJCOSX def2/J DEFGRID3
* xyz 0 1
C -0.056 -1.243 -0.599
C -0.618 -0.267 0.373
C 0.386 1.019 0.415
C -0.549 2.133 -0.050
N -1.774 1.719 -0.272
N -1.834 0.382 -0.233
N -3.153 -0.333 0.028
O -3.096 -1.484 0.445
O -4.108 0.310 -0.201
H 0.143 -0.672 -1.609
H -0.808 -1.941 -0.774
H 0.808 -1.620 -0.132
H -0.885 -0.824 1.288
H 1.190 0.745 -0.262
H 0.788 1.293 1.454
H -0.143 3.091 -0.011
*
```

The SMILES is C[C@H]1CC=NN1[N+](=O)[O-]. The calculation puts the orbital gap at 9.65 eV. The molar mass comes out at 129.1 g/mol. Its HOMO energy is -9.265 eV.

Löwdin atomic charge list, values in e, 6 entries:
1. C -0.076
2. C -0.295
3. C -0.090
4. C -0.096
5. N 0.086
6. N -0.052

***

The most stable arrangement is model i, and the next structure is 56.4 kcal/mol less stable.

***

Model i:
2 unconnected molecules or ions with the total composition C2H6O3, computed with ωB97M-V/def2-TZVPD.

The geometry in ORCA input format:
```
! wB97M-V def2-TZVPD RIJCOSX def2/J DEFGRID3
* xyz 0 1
C -1.154 0.358 0.339
C -0.364 1.246 -0.262
O -0.123 2.472 0.285
H -1.347 -0.610 -0.108
H -1.630 0.591 1.286
H 0.135 1.070 -1.207
H 0.227 3.052 -0.415
O 1.420 -2.008 0.683
O 1.093 -2.148 -0.728
H 1.184 -1.063 0.768
H 0.559 -2.960 -0.640
*
```

The SMILES is C=CO.OO. The calculation puts the orbital gap at 10.05 eV. The molar mass comes out at 78.1 g/mol. Its HOMO energy is -9.322 eV.

Löwdin atomic charge list, values in e, 6 entries:
1. C 0.001
2. C -0.286
3. O -0.014
4. H 0.052
5. H 0.064
6. H 0.112

***

Model ii:
2 unconnected molecules or ions with the total composition C2H6O3, computed with ωB97M-V/def2-TZVPD.

The geometry in ORCA input format:
```
! wB97M-V def2-TZVPD RIJCOSX def2/J DEFGRID3
* xyz 0 1
C -0.316 0.222 -1.022
C 0.480 -1.036 -0.963
O 0.217 -2.056 -1.544
O 1.455 -0.965 -0.042
H -0.696 0.400 -2.019
H 0.187 1.108 -0.652
H -1.165 0.086 -0.362
H 1.965 -1.781 0.020
O -0.694 1.665 1.966
H -1.289 0.906 1.887
H -0.144 1.450 2.731
*
```

The SMILES is CC(=O)O.O. The calculation puts the orbital gap at 11.08 eV. The molar mass comes out at 78.1 g/mol. Its HOMO energy is -10.548 eV.

Löwdin atomic charge list, values in e, 6 entries:
1. C 0.006
2. C -0.581
3. O 0.094
4. O 0.096
5. H 0.089
6. H 0.080

***

The most stable arrangement is model ii, and the next structure is 97.1 kcal/mol less stable.